# 1
{
  "formula": "C32H84N2O23S6",
  "method": "wB97M-V/def2-TZVPD",
  "homo_ha": -0.365,
  "lumo_ev": -0.2,
  "multiplicity": 1,
  "orbital_gap_ev": 9.74,
  "e_tot_ev": -149622.480,
  "symbols": ["C", "C", "O", "H", "H", "H", "H", "H", "H", "C", "C", "O", "H", "H", "H", "H", "H", "H", "C", "C", "O", "H", "H", "H", "H", "H", "H", "C", "C", "O", "H", "H", "H", "H", "H", "H", "C", "C", "O", "H", "H", "H", "H", "H", "H", "C", "C", "N", "H", "H", "H", "C", "C", "N", "H", "H", "H", "O", "S", "O", "O", "C", "C", "C", "H", "H", "H", "H", "H", "H", "H", "H", "O", "S", "O", "O", "C", "C", "C", "H", "H", "H", "H", "H", "H", "H", "H", "O", "S", "O", "O", "C", "C", "C", "H", "H", "H", "H", "H", "H", "H", "H", "O", "S", "O", "O", "C", "C", "C", "H", "H", "H", "H", "H", "H", "H", "H", "O", "S", "O", "O", "C", "C", "C", "H", "H", "H", "H", "H", "H", "H", "H", "O", "S", "O", "O", "C", "C", "C", "H", "H", "H", "H", "H", "H", "H", "H"],
  "xyz": [[1.2941, -1.0703, 0.1992], [1.1805, 0.4293, 0.3485], [0.6856, 0.8317, 1.6230], [1.8257, -1.5364, 1.0289], [1.8726, -1.2824, -0.6999], [0.2953, -1.4929, 0.0896], [0.6453, 0.8166, -0.5184], [2.2101, 0.7609, 0.2141], [-0.2500, 1.0312, 1.5437], [-4.6614, -2.1798, 0.8288], [-3.6441, -3.1441, 0.2679], [-2.4533, -2.3780, -0.0561], [-4.2924, -1.5939, 1.6706], [-5.5273, -2.7366, 1.1868], [-4.9466, -1.4364, 0.0844], [-3.9924, -3.6147, -0.6515], [-3.4133, -3.8746, 1.0433], [-2.6756, -1.9059, -0.8619], [0.9121, -4.7170, -0.9565], [1.6413, -4.8051, 0.3996], [2.5924, -5.8340, 0.4424], [1.6324, -4.5339, -1.7538], [0.1602, -3.9282, -0.9363], [0.3735, -5.6102, -1.2732], [0.8671, -5.0425, 1.1291], [2.0546, -3.8309, 0.6609], [3.3934, -5.4521, 0.0761], [-3.0530, 0.7626, -1.0989], [-2.7413, 0.0734, -2.3856], [-3.3204, -1.1864, -2.3225], [-2.8127, 1.8249, -1.0558], [-2.5380, 0.1783, -0.3364], [-4.1260, 0.6450, -0.9471], [-1.6653, -0.0733, -2.4793], [-3.1749, 0.7079, -3.1585], [-4.2529, -1.1211, -2.5410], [4.9928, -3.7181, 2.0408], [5.8778, -3.8271, 0.8292], [5.4956, -4.9033, -0.0604], [5.2121, -2.7547, 2.5010], [5.1941, -4.4679, 2.8059], [3.9157, -3.7752, 1.8838], [6.9310, -3.8040, 1.1090], [5.7319, -3.0049, 0.1287], [6.1483, -5.0474, -0.7495], [4.4370, -5.6617, -3.2527], [3.7766, -6.5319, -4.2657], [3.3265, -7.2088, -5.0430], [5.3593, -6.1695, -2.9703], [3.7321, -5.4914, -2.4389], [4.6969, -4.6691, -3.6205], [1.9098, 1.6811, 4.6685], [2.0989, 3.0517, 5.0434], [2.2789, 4.1967, 5.3145], [1.9527, 1.0780, 5.5754], [2.6477, 1.2880, 3.9691], [0.9257, 1.5500, 4.2185], [-3.1260, 3.3036, -4.8561], [-3.6449, 4.2780, -3.8806], [-4.9458, 4.1185, -3.2519], [-2.5083, 4.4821, -2.6759], [-2.7164, 5.4472, -1.6192], [-2.4388, 4.8768, -0.3126], [-3.4946, 6.0649, -4.6558], [-3.7167, 5.8740, -1.6925], [-1.9847, 6.2326, -1.8085], [-2.2056, 5.5779, 0.4887], [-1.5348, 4.2686, -0.3423], [-3.2710, 4.1928, -0.1460], [-2.5440, 6.0268, -5.1877], [-3.4184, 6.8154, -3.8690], [-4.3973, 6.1982, -5.2520], [-0.4591, -1.6615, 5.4834], [-0.4581, -2.7522, 4.5118], [0.6399, -3.7428, 4.4303], [-1.9057, -3.5709, 4.7652], [-3.0386, -2.7672, 4.9046], [-4.1553, -3.5973, 4.3711], [-0.8179, -2.0072, 2.7988], [-2.9294, -1.8780, 4.2838], [-3.3295, -2.3801, 5.8812], [-4.2189, -4.4981, 4.9815], [-3.9839, -3.7999, 3.3140], [-5.0297, -2.9465, 4.3785], [-0.0944, -1.1950, 2.7285], [-1.7841, -1.5035, 2.7685], [-0.8113, -2.7717, 2.0219], [3.5986, 4.4865, -2.4124], [2.3991, 4.1594, -1.7107], [1.8953, 2.8054, -1.5977], [2.5096, 4.8554, -0.1584], [1.3996, 4.5867, 0.6781], [1.7780, 4.7563, 2.0977], [1.0539, 5.1365, -2.4262], [0.8720, 3.6639, 0.4370], [0.6550, 5.3664, 0.5172], [0.9934, 4.3961, 2.7631], [1.9690, 5.8176, 2.2563], [2.6742, 4.1945, 2.3609], [0.9221, 4.7283, -3.4282], [1.4207, 6.1617, -2.3753], [0.2130, 4.9617, -1.7550], [1.8311, 0.7389, -6.2800], [0.3944, 0.8549, -6.0110], [-0.4541, 1.0826, -7.1500], [-0.1163, -0.4921, -5.2637], [0.7337, -1.0484, -4.2121], [0.3022, -2.4726, -4.1928], [0.0890, 2.1752, -4.7239], [0.4554, -0.4530, -3.3424], [1.7830, -0.8493, -4.4300], [0.9005, -3.0817, -3.5152], [0.3457, -2.8609, -5.2103], [-0.7594, -2.6142, -3.9897], [-0.9821, 2.1266, -4.5280], [0.2321, 3.1252, -5.2387], [0.7759, 2.1869, -3.8776], [-1.9776, 0.8917, 2.0516], [-3.1925, 1.6016, 2.5829], [-3.7512, 2.8003, 1.9263], [-4.4309, 0.5179, 2.8350], [-5.7003, 0.9395, 3.3877], [-6.6649, -0.3193, 3.5060], [-2.8212, 2.0243, 4.3676], [-6.2379, 1.6224, 2.7299], [-5.5714, 1.2785, 4.4156], [-6.6496, -0.9756, 2.6358], [-7.6858, -0.0523, 3.7788], [-6.2486, -0.9183, 4.3160], [-1.9450, 2.6669, 4.4549], [-2.7401, 1.0926, 4.9274], [-3.7053, 2.5516, 4.7257], [6.8660, -0.1781, 0.6545], [5.6572, 0.6414, 0.6809], [5.6715, 2.0491, 0.3494], [4.5250, -0.0039, -0.3427], [4.8679, -0.3619, -1.6315], [3.8496, 0.3204, -2.5625], [4.6959, 0.2969, 2.2884], [4.8039, -1.4438, -1.7480], [5.8950, -0.0872, -1.8716], [2.8065, 0.3781, -2.2516], [3.7535, -0.1633, -3.5346], [4.1127, 1.3609, -2.7531], [4.3116, -0.7196, 2.3731], [3.8540, 0.9881, 2.2488], [5.3539, 0.5294, 3.1256]]
}


# 2
{
  "formula": "C15H14Cl5NO4S2SiTi",
  "method": "wB97M-V/def2-TZVPD",
  "homo_ha": [-0.188, -0.195],
  "charge": -1,
  "lumo_ev": [2.4, 2.4],
  "multiplicity": 2,
  "orbital_gap_ev": [7.48, 7.67],
  "e_tot_ev": -140745.131,
  "symbols": ["Ti", "Cl", "C", "C", "Cl", "C", "Cl", "C", "O", "C", "Cl", "C", "Cl", "O", "S", "O", "O", "S", "C", "Si", "C", "C", "N", "C", "C", "C", "C", "C", "C", "H", "H", "H", "H", "H", "H", "H", "H", "H", "H", "H", "H", "H", "H"],
  "xyz": [[0.1669, -0.2806, -0.1073], [-0.0288, -1.7840, 5.8614], [0.3017, -1.8744, 4.1731], [-0.4563, -2.7211, 3.3549], [-1.7236, -3.6615, 4.0413], [-0.1948, -2.7959, 2.0005], [-1.1356, -3.7841, 0.9553], [0.8297, -2.0272, 1.4123], [1.0460, -2.0358, 0.1072], [1.5826, -1.1918, 2.2527], [2.8591, -0.2713, 1.5528], [1.3232, -1.1145, 3.6227], [2.2769, -0.0947, 4.6170], [0.5003, 1.6671, 0.3122], [-0.6248, 1.7991, 1.3645], [-0.0699, 1.8347, 2.6949], [-1.2719, 0.4122, 1.1052], [-1.8399, 3.2406, 0.9285], [-2.4561, -0.4531, -4.1811], [-1.9536, -1.1686, -2.5179], [-1.4347, -2.9611, -2.7726], [-3.4046, -1.0992, -1.3247], [-0.5872, -0.2600, -1.9174], [-0.0498, 0.8182, -2.6664], [1.2302, 0.7140, -3.2131], [1.7945, 1.7719, -3.9141], [1.0893, 2.9525, -4.0863], [-0.1831, 3.0671, -3.5373], [-0.7465, 2.0178, -2.8333], [-3.1855, -1.1195, -4.6524], [-1.5974, -0.3634, -4.8494], [-2.9118, 0.5331, -4.0889], [-2.2715, -3.6574, -2.6836], [-0.6777, -3.2477, -2.0389], [-0.9947, -3.0857, -3.7659], [-3.9271, -2.0561, -1.2620], [-4.1206, -0.3438, -1.6599], [-3.0982, -0.8132, -0.3162], [1.7783, -0.2128, -3.0861], [2.7926, 1.6659, -4.3224], [1.5296, 3.7820, -4.6250], [-0.7366, 3.9930, -3.6346], [-1.7110, 2.1386, -2.3553]]
}


# 3
{
  "formula": "C6H10O2",
  "method": "wB97M-V/def2-TZVPD",
  "homo_ha": -0.326,
  "lumo_ev": 0.3,
  "smiles": "C/C=C/CCC(=O)O",
  "multiplicity": 1,
  "orbital_gap_ev": 9.17,
  "e_tot_ev": -10474.482,
  "symbols": ["O", "C", "O", "C", "C", "C", "C", "C", "H", "H", "H", "H", "H", "H", "H", "H", "H", "H"],
  "xyz": [[2.2007, 0.7101, 1.5141], [2.4504, 0.2191, 0.2375], [3.0324, 0.7393, -0.6679], [1.8446, -1.1410, -0.1522], [0.5839, -0.6134, -0.9007], [-0.3923, -0.1023, 0.1126], [-1.5965, 0.4194, -0.3154], [-2.6605, 0.9486, 0.6642], [1.3320, 0.9818, 1.0555], [2.5744, -1.6796, -0.7664], [1.5870, -1.8278, 0.6586], [0.8413, 0.1878, -1.6124], [0.2110, -1.3658, -1.6199], [-1.3566, -0.8246, 0.4296], [-2.0024, 0.3486, -1.3545], [-3.5591, 1.2046, 0.1005], [-2.9564, 0.1256, 1.3236], [-2.1340, 1.6696, 1.2933]]
}


# 4
{
  "formula": "C27H38As3N3O6SW",
  "method": "wB97M-V/def2-TZVPD",
  "homo_ha": -0.244,
  "lumo_ev": 0.4,
  "multiplicity": 1,
  "orbital_gap_ev": 7.02,
  "e_tot_ev": -240549.841,
  "symbols": ["W", "S", "C", "C", "C", "C", "C", "C", "C", "C", "C", "N", "H", "H", "H", "H", "H", "H", "C", "As", "C", "C", "C", "C", "C", "As", "C", "C", "C", "As", "C", "C", "H", "H", "H", "H", "H", "H", "H", "H", "H", "H", "H", "H", "H", "H", "H", "H", "H", "H", "H", "H", "H", "H", "H", "H", "H", "H", "H", "O", "C", "O", "C", "O", "O", "C", "N", "C", "C", "C", "O", "N", "C", "O", "H", "H", "H", "H", "H"],
  "xyz": [[-1.4498, -0.4250, 0.6109], [-5.2239, -2.6881, -0.8181], [-5.7264, -1.1838, -0.1601], [-4.6920, -0.4538, 0.3423], [-3.4338, -1.1202, 0.2245], [-3.5925, -2.3382, -0.3807], [-2.4368, -3.1747, -0.4655], [-2.4007, -4.4949, -0.9215], [-1.2484, -5.2261, -0.7853], [-0.1402, -4.6342, -0.1754], [-0.2278, -3.3201, 0.2075], [-1.3313, -2.5725, 0.0353], [-6.7732, -0.9228, -0.1685], [-4.8165, 0.5076, 0.8195], [-3.2962, -4.9236, -1.3504], [-1.2065, -6.2534, -1.1222], [0.7710, -5.1858, 0.0044], [0.5928, -2.8279, 0.7098], [0.1904, 3.3177, 1.5381], [0.0301, 1.4399, 2.0294], [-0.6920, 1.6778, 3.8090], [1.7813, 0.7979, 2.6276], [2.9694, 0.4671, 1.7115], [3.8853, -0.4442, 2.5578], [2.6046, -0.3551, 0.4573], [0.9138, -0.2626, -0.5582], [1.4429, -1.6123, -1.8612], [0.9975, 1.2690, -1.7600], [3.8309, 1.7082, 1.3999], [3.4279, 2.9774, -0.0625], [4.6905, 4.3289, 0.5891], [4.6442, 2.2141, -1.4082], [0.5194, 3.4460, 0.5126], [0.8908, 3.8215, 2.2055], [-0.7995, 3.7575, 1.6583], [-0.0626, 2.3885, 4.3455], [-0.6928, 0.7214, 4.3280], [-1.7132, 2.0412, 3.7428], [1.4590, -0.1231, 3.1218], [2.1182, 1.4796, 3.4131], [3.3450, -1.3322, 2.8906], [4.2460, 0.0877, 3.4404], [4.7531, -0.7630, 1.9759], [2.5736, -1.4103, 0.7496], [3.4089, -0.2783, -0.2797], [2.2017, -1.1774, -2.5130], [0.5734, -1.9188, -2.4377], [1.8613, -2.4780, -1.3525], [2.0076, 1.4247, -2.1341], [0.6396, 2.1737, -1.2783], [0.3460, 1.0308, -2.6002], [4.8579, 1.3844, 1.2051], [3.8761, 2.3221, 2.3043], [4.2599, 4.8418, 1.4486], [4.8724, 5.0632, -0.1947], [5.6369, 3.8711, 0.8794], [4.2473, 1.2793, -1.8046], [5.6271, 2.0256, -0.9750], [4.7475, 2.9164, -2.2353], [-3.5498, -0.8554, 3.9705], [-2.6894, -0.7886, 3.1365], [-2.5313, 0.1900, 2.2662], [-1.5402, -1.8395, 3.0138], [-1.5557, -2.9043, 3.5646], [-0.5497, -1.3666, 2.2621], [-2.8596, -0.6155, -5.0765], [-2.6355, 0.0171, -3.7808], [-3.1334, 1.2645, -3.5470], [-3.0227, 1.8723, -2.3504], [-2.3659, 1.1187, -1.3306], [-2.2436, 1.4589, -0.1165], [-1.8382, -0.0902, -1.5824], [-1.9866, -0.7271, -2.7825], [-1.5846, -1.8539, -3.0129], [-2.6236, 0.0890, -5.8726], [-3.8966, -0.9396, -5.1697], [-2.2124, -1.4820, -5.1485], [-3.6323, 1.7238, -4.3897], [-3.4343, 2.8469, -2.1462]]
}


> multiplicity of number 2 (C15H14Cl5NO4S2SiTi)?

2